Here is a single C24H33NO3 molecule from the OMol25 dataset. Energies are from ωB97M-V with the def2-TZVPD basis set.

Calculated values
Lowest unoccupied orbital energy (eV): 0.75
HOMO level (eV): -8.34
SMILES: Cc1cccc(C)c1OC[C@@H](O)CN(Cc1ccccc1O)C1CCCCC1
Frontier orbital gap (eV): 9.10

Each atom is followed by the atoms it is bonded to, with distances in Å.
Atoms and positions in Å:
1 C -4.26920 -0.19835 -1.50321  C2 1.501, H29 1.088, H30 1.088, H31 1.090
2 C -3.68108 0.49744 -0.31045  C1 1.501, C3 1.389, C8 1.401
3 C -4.14819 0.15742 0.95225  C2 1.389, C4 1.381, H32 1.080
4 C -3.70517 0.80584 2.08854  C3 1.381, C5 1.381, H33 1.080
5 C -2.79021 1.83302 1.96732  C4 1.381, C6 1.387, H34 1.081
6 C -2.28823 2.19346 0.72553  C5 1.387, C7 1.502, C8 1.402
7 C -1.31765 3.33641 0.63119  C6 1.502, H35 1.091, H36 1.089, H37 1.086
8 C -2.71302 1.50423 -0.41897  C2 1.401, C6 1.402, O9 1.383
9 O -2.18248 1.94815 -1.61674  C8 1.383, C10 1.411
10 C -1.63755 1.03178 -2.54103  O9 1.411, C11 1.535, H38 1.094, H39 1.094
11 C -0.73561 -0.03659 -1.90649  C10 1.535, O12 1.407, C13 1.537, H40 1.100
12 O -0.47216 -0.98027 -2.91663  C11 1.407, H41 0.970
13 C 0.54382 0.61580 -1.35959  C11 1.537, N14 1.459, H42 1.099, H43 1.093
14 N 1.32497 -0.25480 -0.48675  C13 1.459, C15 1.463, C23 1.468
15 C 0.64508 -0.51718 0.78216  N14 1.463, C16 1.514, H44 1.101, H45 1.094
16 C -0.31768 -1.68471 0.73958  C15 1.514, C17 1.388, C21 1.399
17 C -1.37671 -1.71435 1.63612  C16 1.388, C18 1.382, H46 1.080
18 C -2.26539 -2.77282 1.66597  C17 1.382, C19 1.384, H47 1.079
19 C -2.10041 -3.83088 0.78886  C18 1.384, C20 1.381, H48 1.080
20 C -1.05222 -3.82401 -0.10985  C19 1.381, C21 1.391, H49 1.079
21 C -0.15540 -2.76110 -0.13890  C16 1.399, C20 1.391, O22 1.361
22 O 0.84527 -2.79328 -1.06101  C21 1.361, H50 0.990
23 C 2.72043 0.18209 -0.36073  N14 1.468, C24 1.532, C28 1.535, H51 1.097
24 C 3.62366 -0.95444 0.13005  C23 1.532, C25 1.527, H52 1.092, H53 1.092
25 C 5.08520 -0.51459 0.08376  C24 1.527, C26 1.526, H54 1.092, H55 1.092
26 C 5.29950 0.72937 0.94050  C25 1.526, C27 1.525, H56 1.092, H57 1.093
27 C 4.39056 1.86084 0.47111  C26 1.525, C28 1.526, H58 1.092, H59 1.093
28 C 2.92813 1.42703 0.51291  C23 1.535, C27 1.526, H60 1.092, H61 1.092
29 H -5.19193 -0.69850 -1.21740  C1 1.088
30 H -4.49633 0.51758 -2.29079  C1 1.088
31 H -3.58984 -0.95321 -1.89946  C1 1.090
32 H -4.88721 -0.62575 1.03742  C3 1.080
33 H -4.08541 0.52433 3.05916  C4 1.080
34 H -2.45299 2.36880 2.84341  C5 1.081
35 H -0.41404 3.12290 1.20355  C7 1.091
36 H -1.76658 4.23727 1.04700  C7 1.089
37 H -1.05335 3.53055 -0.40391  C7 1.086
38 H -1.04916 1.64762 -3.22763  C10 1.094
39 H -2.40597 0.51791 -3.12611  C10 1.094
40 H -1.29151 -0.50150 -1.07953  C11 1.100
41 H -0.00902 -1.73878 -2.52785  O12 0.970
42 H 0.24979 1.53835 -0.84019  C13 1.099
43 H 1.16261 0.88278 -2.22050  C13 1.093
44 H 0.09600 0.37217 1.12807  C15 1.101
45 H 1.40039 -0.74814 1.53904  C15 1.094
46 H -1.50785 -0.88384 2.31443  C17 1.080
47 H -3.08326 -2.76746 2.36960  C18 1.079
48 H -2.79000 -4.66138 0.80043  C19 1.080
49 H -0.90366 -4.63425 -0.80642  C20 1.079
50 H 1.33383 -1.93699 -0.97482  O22 0.990
51 H 3.04325 0.42890 -1.37991  C23 1.097
52 H 3.48322 -1.83552 -0.49919  C24 1.092
53 H 3.37302 -1.23116 1.15594  C24 1.092
54 H 5.72281 -1.32640 0.43877  C25 1.092
55 H 5.36624 -0.29638 -0.94902  C25 1.092
56 H 6.34321 1.04405 0.88457  C26 1.092
57 H 5.07690 0.49417 1.98400  C26 1.093
58 H 4.53167 2.73992 1.10333  C27 1.092
59 H 4.65678 2.13893 -0.55139  C27 1.093
60 H 2.29266 2.23977 0.15462  C28 1.092
61 H 2.64749 1.20776 1.54533  C28 1.092

Here is a single C6H7NO molecule in a non-equilibrium geometry from the OMol25 dataset. Energies are from ωB97M-V with the def2-TZVPD basis set.

Calculated values
Lowest unoccupied orbital energy (eV): -1.07
HOMO level (eV): -9.84
SMILES: CC1=CC(C)=NC1=O
Frontier orbital gap (eV): 8.77

Each atom is followed by the atoms it is bonded to, with distances in Å.
Atoms and positions in Å:
1 C 2.27822 -1.18722 -0.00811  C2 1.526, H9 1.069, H10 1.158, H11 1.194
2 C 0.89587 -0.53977 -0.00028  C1 1.526, C3 1.319, C7 1.495
3 C -0.28830 -1.12111 0.02760  C2 1.319, C4 1.443, H12 1.155
4 C -1.31887 -0.11526 0.11218  C3 1.443, C5 1.524, N6 1.341
5 C -2.80983 -0.33358 -0.11308  C4 1.524, H13 1.135, H14 1.095, H15 1.168
6 N -0.85202 1.14221 0.10201  C4 1.341, C7 1.440
7 C 0.57038 0.91690 0.08204  C2 1.495, N6 1.440, O8 1.242
8 O 1.50150 1.71705 -0.10876  C7 1.242
9 H 2.76175 -0.93931 0.91257  C1 1.069
10 H 2.85635 -0.86247 -0.95717  C1 1.158
11 H 2.34077 -2.37263 0.11884  C1 1.194
12 H -0.49447 -2.21814 -0.27079  C3 1.155
13 H -3.12708 0.48497 -0.83237  C5 1.135
14 H -3.03719 -1.37914 -0.34429  C5 1.095
15 H -3.31280 -0.16492 0.92711  C5 1.168

What did the second record say?
Here is a single C6H7NO molecule in a non-equilibrium geometry from the OMol25 dataset. Energies are from ωB97M-V with the def2-TZVPD basis set.

Calculated values
Lowest unoccupied orbital energy (eV): -1.07
HOMO level (eV): -9.84
SMILES: CC1=CC(C)=NC1=O
Frontier orbital gap (eV): 8.77

Each atom is followed by the atoms it is bonded to, with distances in Å.
Atoms and positions in Å:
1 C 2.27822 -1.18722 -0.00811  C2 1.526, H9 1.069, H10 1.158, H11 1.194
2 C 0.89587 -0.53977 -0.00028  C1 1.526, C3 1.319, C7 1.495
3 C -0.28830 -1.12111 0.02760  C2 1.319, C4 1.443, H12 1.155
4 C -1.31887 -0.11526 0.11218  C3 1.443, C5 1.524, N6 1.341
5 C -2.80983 -0.33358 -0.11308  C4 1.524, H13 1.135, H14 1.095, H15 1.168
6 N -0.85202 1.14221 0.10201  C4 1.341, C7 1.440
7 C 0.57038 0.91690 0.08204  C2 1.495, N6 1.440, O8 1.242
8 O 1.50150 1.71705 -0.10876  C7 1.242
9 H 2.76175 -0.93931 0.91257  C1 1.069
10 H 2.85635 -0.86247 -0.95717  C1 1.158
11 H 2.34077 -2.37263 0.11884  C1 1.194
12 H -0.49447 -2.21814 -0.27079  C3 1.155
13 H -3.12708 0.48497 -0.83237  C5 1.135
14 H -3.03719 -1.37914 -0.34429  C5 1.095
15 H -3.31280 -0.16492 0.92711  C5 1.168

> Look up the lowest unoccupied orbital energy of the second one.

-1.07 eV

> Which formula does entry 1 have?

C24H33NO3

> Which value of frontier orbital gap does entry 2 give?

8.77 eV